Computed, not measured: the molecule C5H9NO at a distorted geometry, with ωB97M-V/def2-TZVPD.

Last column: natural (NBO) charge in e.
Cartesian coordinates (Å):
C: 2.45140 -0.39803 -0.21010  -0.67
C: 1.14981 0.39256 -0.09110  -0.15
C: -0.06433 -0.26688 -0.58646  -0.27
N: -1.08334 0.47226 0.08454  -0.49
C: -2.44265 -0.06745 0.09521  -0.42
C: -0.37263 0.92389 1.29453  0.69
O: -0.88758 1.39029 2.27154  -0.56
H: 2.28192 -1.47971 -0.31900  0.21
H: 3.00382 -0.23399 0.70940  0.24
H: 3.11324 -0.09527 -1.04424  0.22
H: 1.21532 1.40872 -0.47609  0.20
H: 0.18246 -0.05772 -1.63991  0.21
H: -0.13132 -1.35707 -0.42783  0.18
H: -2.95341 0.34752 0.96261  0.22
H: -3.02339 0.18861 -0.80310  0.20
H: -2.43931 -1.16773 0.18002  0.18

Properties
Lowest unoccupied orbital energy ... 0.9297 eV
Kohn-Sham gap ... 9.51 eV
HOMO energy ... -8.576 eV
Calculated total energy ... -325.8059 Ha


Computed, not measured: the molecule C4H3F2NO2 at a distorted geometry, with ωB97M-V/def2-TZVPD.

Last column: natural (NBO) charge in e.
Cartesian coordinates (Å):
C: -0.26359 0.12913 -0.18411  -0.26
O: 1.05652 -0.22951 0.10610  -0.49
C: 1.43884 -1.37982 -0.46301  0.88
O: 0.72921 -2.11054 -1.12779  -0.58
N: 2.86100 -1.37635 -0.40387  -0.43
C: 3.95242 -1.55140 0.14235  0.28
C: 5.29463 -1.47706 0.42857  0.59
F: 6.15888 -2.44351 0.10163  -0.29
F: 5.77916 -0.47576 1.14313  -0.29
H: -0.22928 1.11517 -0.70127  0.18
H: -0.73259 0.42513 0.69178  0.19
H: -0.68460 -0.62525 -0.74224  0.22

Properties
SMILES string ... COC(=O)N=C=C(F)F
Lowest unoccupied orbital energy ... 0.1267 eV
Kohn-Sham gap ... 8.98 eV
HOMO energy ... -8.849 eV
Calculated total energy ... -559.0788 Ha


Computed, not measured: a cluster of 2 separate species, C20H38BrN4O3 in total at a distorted geometry, with ωB97M-V/def2-TZVPD.

Last column: natural (NBO) charge in e.
Cartesian coordinates (Å):
C: -5.54970 5.99368 0.00234  -0.28
O: -4.47340 6.37129 0.93162  -0.56
C: -3.60946 5.21129 1.26918  -0.08
C: -3.89601 4.80806 2.84400  -0.43
C: -2.77682 3.80981 3.50627  -0.42
C: -1.21783 4.26336 3.28103  -0.41
C: -0.18157 3.02936 3.72900  -0.42
C: 0.51244 2.26741 2.45419  -0.41
C: 0.78284 0.65147 2.69177  -0.42
C: 1.40315 0.08740 1.25861  -0.42
C: 2.79575 -0.77521 1.43790  -0.44
C: 2.58163 -2.38464 1.66056  -0.07
N: 1.21745 -3.01402 1.47852  -0.59
C: 1.29692 -3.54830 0.06582  0.71
N: 0.45656 -3.34768 -1.00567  -0.64
Br: 0.87428 -4.11833 -2.66859  0.38
N: 2.58629 -4.37799 0.02281  -0.65
C: 3.51819 -3.46430 0.84862  -0.06
C: 4.93980 -2.98749 0.18566  -0.44
C: 5.57760 -4.09808 -0.88842  -0.09
O: 4.92678 -3.81926 -2.19247  -0.57
C: 5.91389 -3.68497 -3.27549  0.60
O: 6.80355 -2.66100 -3.31553  -0.54
H: -5.88054 4.87116 0.08633  0.18
H: -5.34104 6.31785 -1.12733  0.19
H: -6.50296 6.63472 0.32242  0.20
H: -2.50425 5.56119 1.08090  0.19
H: -3.84734 4.24853 0.61476  0.17
H: -4.13660 5.77159 3.50438  0.23
H: -4.92047 4.19457 2.83264  0.21
H: -2.97454 3.81150 4.68288  0.22
H: -3.01077 2.72239 3.14122  0.20
H: -0.92843 4.53016 2.17891  0.21
H: -0.98880 5.16426 4.01601  0.22
H: 0.70430 3.57454 4.31332  0.21
H: -0.71426 2.26837 4.44706  0.21
H: 1.59064 2.73863 2.25644  0.21
H: -0.15152 2.48750 1.49778  0.21
H: -0.27063 0.12050 2.86001  0.20
H: 1.50778 0.42069 3.59211  0.22
H: 0.57735 -0.49812 0.62654  0.19
H: 1.69333 1.03756 0.60233  0.24
H: 3.39633 -0.62900 0.41639  0.22
H: 3.50497 -0.37708 2.28790  0.25
H: 2.84974 -2.64842 2.79106  0.23
H: 0.37624 -2.45926 1.74840  0.42
H: -0.38304 -2.71980 -0.82451  0.49
H: 2.37368 -5.31307 0.47712  0.42
H: 3.89151 -4.25021 1.66568  0.21
H: 5.71505 -2.87908 1.07025  0.24
H: 4.90238 -1.97589 -0.40156  0.24
H: 6.74324 -3.87353 -0.92084  0.23
H: 5.32745 -5.19974 -0.55011  0.20
H: 5.93293 -4.44315 -4.19731  0.19
C: -4.01862 -2.32871 -5.40918  -0.62
C: -2.76300 -1.49047 -5.62763  -0.39
C: -1.57491 -1.96927 -4.79115  -0.51
C: -1.91896 -1.88187 -3.31317  0.35
N: -2.20437 -1.80930 -2.08715  -0.42
H: -4.36874 -2.26991 -4.37367  0.22
H: -4.83174 -1.96854 -6.04730  0.23
H: -3.83472 -3.38152 -5.65207  0.21
H: -2.98906 -0.44419 -5.38805  0.22
H: -2.49180 -1.52651 -6.68851  0.22
H: -0.69754 -1.34599 -4.99352  0.26
H: -1.32058 -3.00499 -5.04151  0.25

Properties
Lowest unoccupied orbital energy ... -4.3247 eV
Total charge ... +1
Kohn-Sham gap ... 6.60 eV
HOMO energy ... -10.930 eV
Calculated total energy ... -3802.9539 Ha


Computed, not measured: the molecule C3H3NO3S, with ωB97M-V/def2-TZVPD.

Last column: natural (NBO) charge in e.
Cartesian coordinates (Å):
O: 1.09987 -2.06142 0.47711  -0.52
C: 0.10432 -1.41882 0.22905  0.38
C: 0.09679 0.05808 0.00575  -0.04
N: 1.09654 0.86076 0.06074  -0.45
S: 2.68860 0.51568 0.36750  0.32
C: -1.24375 0.63842 -0.29924  0.75
O: -2.25503 -0.03437 -0.36907  -0.59
O: -1.23156 1.96228 -0.49645  -0.65
H: -0.88464 -1.91396 0.15869  0.16
H: 2.68793 -0.83026 0.54537  0.14
H: -2.15907 2.22361 -0.67946  0.50

Properties
SMILES string ... O=C/C(=N\S)C(=O)O
Lowest unoccupied orbital energy ... -1.1085 eV
Kohn-Sham gap ... 8.76 eV
HOMO energy ... -9.865 eV
Calculated total energy ... -794.7548 Ha


Computed, not measured: the molecule C2H2N4OS at a distorted geometry, with ωB97M-V/def2-TZVPD.

Last column: natural (NBO) charge in e.
Cartesian coordinates (Å):
O: 1.34829 -1.04067 -0.99559  -0.57
C: 1.05288 -0.41745 0.05983  0.47
S: 1.82654 -0.44299 1.56174  0.13
N: -0.19740 0.15619 0.05492  -0.34
C: -1.20370 -0.02492 -0.92247  0.21
N: -2.15325 0.81541 -0.59019  -0.30
N: -1.67444 1.62071 0.47478  -0.02
N: -0.59227 1.24710 0.91177  0.00
H: 2.87067 -1.01668 1.04599  0.15
H: -1.27733 -0.89669 -1.60078  0.26

Properties
SMILES string ... O=C(S)n1cnnn1
Lowest unoccupied orbital energy ... -0.4643 eV
Kohn-Sham gap ... 10.50 eV
HOMO energy ... -10.966 eV
Calculated total energy ... -769.7998 Ha